The following is a DFT calculation (ωB97M-V/def2-TZVPD) of a cluster of 15 separate species, C45H105N15O15 in total in a non-equilibrium geometry.

Cartesian coordinates (Å):
C -4.74111 -0.12367 -1.49172
C -4.02091 1.02914 -0.81665
O -3.39966 0.84920 0.22833
N -4.13559 2.23007 -1.40778
C -3.47674 3.41475 -0.89336
H -5.82468 -0.00216 -1.44984
H -4.51416 -1.10052 -1.07386
H -4.44516 -0.15128 -2.54346
H -4.61083 2.32862 -2.28850
H -2.55637 3.62547 -1.43850
H -3.21773 3.26660 0.15259
H -4.16272 4.25880 -0.93237
C -2.77395 -4.27975 5.17740
C -1.43771 -3.69932 4.80768
O -0.41325 -4.35608 5.01323
N -1.40075 -2.46765 4.26937
C -0.17922 -1.75317 3.95648
H -2.77113 -4.56857 6.22986
H -3.07738 -5.20560 4.68323
H -3.63377 -3.62333 5.02898
H -2.30139 -2.00062 4.20858
H 0.68677 -2.06306 4.53044
H -0.25500 -0.69177 4.20240
H -0.06704 -1.86322 2.87828
C -2.20554 -8.39610 -1.32745
C -0.85479 -7.68585 -1.38532
O 0.04371 -8.03702 -2.12963
N -0.73794 -6.66387 -0.50217
C 0.44369 -5.82418 -0.46950
H -3.03774 -7.69568 -1.26945
H -2.17274 -9.08584 -0.48526
H -2.34461 -8.94855 -2.25492
H -1.59694 -6.39424 -0.03502
H 1.23360 -6.31235 0.10271
H 0.17551 -4.90506 0.05040
H 0.75934 -5.65103 -1.49730
C 3.47388 5.53072 1.69583
C 3.22134 5.09893 0.26098
O 2.34027 4.27952 0.01690
N 4.02272 5.61327 -0.68772
C 3.93472 5.09748 -2.04792
H 2.52414 5.87802 2.10157
H 4.27087 6.26576 1.77606
H 3.69832 4.61187 2.23774
H 4.81912 6.17906 -0.46082
H 2.98823 5.36031 -2.52444
H 4.13684 4.00019 -2.23314
H 4.74444 5.59365 -2.58899
C -3.76937 0.37420 6.86669
C -3.40555 0.11865 5.42757
O -3.82985 -0.89054 4.86589
N -2.76211 1.10496 4.78060
C -2.43081 1.01880 3.37023
H -2.89217 0.23272 7.49968
H -4.45517 -0.42887 7.13535
H -4.33209 1.28876 7.04206
H -2.39673 1.88504 5.29799
H -3.02983 1.66784 2.73412
H -2.39406 0.00382 2.98696
H -1.39840 1.34670 3.21131
C -1.22703 0.68819 -3.31269
C -0.91840 1.01460 -4.74604
O 0.01395 0.45594 -5.30763
N -1.67136 1.96336 -5.33005
C -1.50922 2.54707 -6.64224
H -0.29633 0.34751 -2.86441
H -2.00896 -0.06457 -3.21274
H -1.52086 1.56188 -2.72484
H -2.42331 2.41203 -4.83536
H -2.37188 3.17244 -6.84633
H -1.52195 1.77653 -7.42069
H -0.54685 3.03681 -6.79355
C -1.01144 -1.59287 0.65054
C -0.04778 -0.49902 0.22026
O 1.12953 -0.77443 0.04511
N -0.61621 0.70597 0.05600
C 0.00925 1.83025 -0.61312
H -0.53458 -2.52323 0.94840
H -1.70860 -1.77947 -0.16966
H -1.59941 -1.26148 1.50842
H -1.63127 0.75409 0.12002
H -0.50926 2.74375 -0.32446
H 0.04894 1.68044 -1.69020
H 1.02992 1.97655 -0.25880
C 2.15616 2.42620 -3.03807
C 3.35024 2.85669 -3.88241
O 4.38627 3.20396 -3.32267
N 3.19267 2.87245 -5.22055
C 4.23256 3.20910 -6.17943
H 2.00457 3.26181 -2.35118
H 2.47781 1.56432 -2.45792
H 1.24447 2.29022 -3.61617
H 2.31495 2.53947 -5.58414
H 4.56784 4.23444 -6.03514
H 3.82332 3.16079 -7.18725
H 5.02037 2.46031 -6.10958
C -0.73721 4.73011 -3.58632
C -1.91910 5.52679 -4.13489
O -2.30313 5.31602 -5.28980
N -2.47424 6.44253 -3.35370
C -3.55761 7.30964 -3.77483
H 0.19703 5.22067 -3.85466
H -0.76739 3.74663 -4.05207
H -0.77653 4.53914 -2.51150
H -2.30470 6.50049 -2.34808
H -3.18803 7.87550 -4.63578
H -3.87747 7.98634 -2.99017
H -4.39834 6.75510 -4.19716
C 2.84068 -0.81497 -4.27398
C 3.65906 -2.06407 -4.00120
O 4.03071 -2.76651 -4.93191
N 4.07258 -2.25391 -2.73483
C 3.85797 -1.32363 -1.63680
H 3.54830 0.00629 -4.12993
H 1.93110 -0.62138 -3.70652
H 2.50730 -0.83122 -5.30808
H 4.61742 -3.07680 -2.53818
H 4.59742 -0.52451 -1.55686
H 3.95368 -1.91445 -0.72526
H 2.82735 -0.98377 -1.70107
C -0.46133 -5.57824 3.14947
C 0.80401 -6.38523 2.97498
O 1.89381 -5.87447 2.68887
N 0.70499 -7.73015 2.98875
C -0.49055 -8.53663 3.16583
H -0.31219 -4.54742 2.85546
H -0.74855 -5.71355 4.18263
H -1.20048 -6.02278 2.47862
H 1.56832 -8.23511 2.87612
H -1.17242 -8.10671 3.89709
H -0.15315 -9.52098 3.48053
H -0.99856 -8.59873 2.19931
C 6.42772 -1.36006 2.27214
C 5.84862 -0.35295 1.30068
O 6.46043 -0.12419 0.26100
N 4.66251 0.20173 1.60167
C 3.99423 1.15789 0.75573
H 7.51342 -1.34119 2.22748
H 6.10190 -2.37288 2.03569
H 6.12097 -1.13598 3.29596
H 4.19178 -0.09488 2.44679
H 4.37023 2.17098 0.89751
H 2.94372 1.19561 1.05865
H 3.92267 0.80788 -0.27288
C -4.04813 -4.76898 -1.03513
C -3.60279 -4.45501 0.36947
O -2.70465 -5.12188 0.89213
N -4.13074 -3.40076 0.98810
C -3.76322 -2.94847 2.30566
H -4.64285 -3.95202 -1.45374
H -4.53311 -5.73292 -1.15495
H -3.16828 -4.75245 -1.68265
H -4.95358 -3.00324 0.56518
H -4.10551 -1.93669 2.51119
H -2.68237 -3.01804 2.39975
H -4.14874 -3.58240 3.10661
C -0.29291 6.13219 0.66647
C -1.32177 6.98061 -0.03873
O -2.32673 6.52257 -0.58331
N -1.06846 8.30817 -0.07502
C -1.94356 9.29530 -0.67844
H -0.58828 5.10568 0.46753
H -0.37235 6.39879 1.72227
H 0.72930 6.29118 0.33117
H -0.28961 8.63795 0.46962
H -1.78445 9.40581 -1.74988
H -1.76993 10.28367 -0.25082
H -2.97751 9.08274 -0.40965
C 2.96488 -2.80335 1.91882
C 2.94905 -2.53300 3.41222
O 3.35976 -1.45074 3.84812
N 2.66050 -3.57078 4.19558
C 2.84422 -3.52236 5.63785
H 3.94874 -3.19526 1.64637
H 2.92290 -1.88880 1.33285
H 2.19559 -3.51147 1.61603
H 2.28783 -4.42847 3.79745
H 3.10232 -4.50508 6.02560
H 1.92346 -3.19136 6.12440
H 3.61901 -2.78931 5.85337

The multiplicity is 1. The value obtained for the energy above the lowest of the compared OMol25 structures with the same formula, charge and spin is 92.63 kcal/mol. Its HOMO energy is -8.28 eV. The calculation puts the strongest force on any atom at 4.0 eV Å⁻¹. The value obtained for the HOMO-LUMO gap is 8.208 eV.

***

The following is a DFT calculation (ωB97M-V/def2-TZVPD) of a cluster of 15 separate species, C45H105N15O15 in total in a non-equilibrium geometry.

Cartesian coordinates (Å):
C 4.52956 0.71357 -3.03333
C 4.15017 -0.72351 -2.75183
O 3.07138 -1.04710 -2.30136
N 5.19135 -1.57361 -2.97525
C 5.10013 -3.01168 -2.89920
H 4.21704 1.17126 -3.96933
H 5.62304 0.78410 -3.02952
H 4.17398 1.35850 -2.23189
H 5.95994 -1.20890 -3.50544
H 5.88795 -3.47987 -3.48721
H 4.13321 -3.37620 -3.21835
H 5.31965 -3.32664 -1.87506
C 6.94519 4.15341 -3.08550
C 5.58523 3.95024 -2.43755
O 4.54043 4.20380 -3.03377
N 5.62110 3.36273 -1.19408
C 4.46849 3.25600 -0.32975
H 6.80370 4.79885 -3.94958
H 7.41222 3.22044 -3.38738
H 7.60251 4.73653 -2.43110
H 6.53518 3.23288 -0.80276
H 4.80589 3.29441 0.71925
H 4.05138 2.23741 -0.23467
H 3.68438 3.97131 -0.52122
C 1.90382 -0.29707 4.09369
C 0.43599 -0.59749 4.21505
O -0.30023 -0.56824 3.25737
N -0.01913 -0.91169 5.45938
C -1.46242 -0.96880 5.75022
H 2.06926 0.74800 3.83966
H 2.30266 -0.95257 3.30943
H 2.53195 -0.54322 4.95363
H 0.61525 -0.84684 6.23266
H -1.64319 -1.50849 6.67832
H -1.99232 -1.47634 4.95170
H -1.81640 0.05625 5.90458
C -3.65654 3.99977 0.14374
C -3.26636 5.08923 1.09797
O -2.16005 5.60501 1.06116
N -4.13620 5.40565 2.08190
C -5.33564 4.68265 2.39210
H -4.71979 4.15894 -0.06601
H -3.59239 2.99815 0.56223
H -3.04434 4.10443 -0.74295
H -3.85673 6.16765 2.67291
H -5.15378 3.73649 2.92103
H -6.00286 4.53353 1.54982
H -5.87234 5.24759 3.16141
C -0.08605 3.91564 -5.67022
C -0.06119 4.08159 -4.16794
O -0.58960 5.06157 -3.64083
N 0.56651 3.13026 -3.42200
C 1.31522 2.00250 -3.88462
H 0.01151 2.87517 -5.97885
H 0.74072 4.51263 -6.06002
H -1.03238 4.28612 -6.04283
H 0.74262 3.40647 -2.46366
H 1.83426 2.26542 -4.81097
H 0.76446 1.05645 -3.96854
H 2.12502 1.76834 -3.19433
C -0.70500 2.05814 0.38025
C 0.60878 1.87679 -0.32515
O 1.29272 2.85491 -0.63090
N 1.04832 0.63971 -0.63113
C 0.46990 -0.62789 -0.33978
H -0.78739 3.09574 0.69932
H -0.86822 1.40806 1.24448
H -1.56067 1.88191 -0.28206
H 1.82035 0.55013 -1.28486
H 0.51503 -1.31554 -1.18139
H -0.59700 -0.59145 -0.09566
H 0.85098 -1.12656 0.56038
C -2.74251 -5.14982 -0.78287
C -1.43215 -4.72270 -1.41104
O -0.72835 -3.87197 -0.87494
N -1.06211 -5.28450 -2.60367
C -1.60154 -6.47381 -3.26941
H -2.55764 -5.95932 -0.06820
H -3.49327 -5.50854 -1.48415
H -3.16193 -4.32567 -0.21648
H -0.26543 -4.84296 -3.03149
H -1.65782 -6.32643 -4.34508
H -2.60140 -6.76651 -2.96565
H -0.95330 -7.33685 -3.07290
C 1.34056 -2.57394 -4.36270
C 0.42911 -3.35662 -5.25869
O -0.66803 -2.92493 -5.59483
N 0.83907 -4.59655 -5.65402
C 0.00991 -5.48218 -6.49146
H 2.39965 -2.58130 -4.62358
H 1.20981 -2.92281 -3.33564
H 1.10031 -1.51802 -4.47372
H 1.55606 -5.05891 -5.12279
H 0.05581 -5.26292 -7.55351
H -1.00874 -5.54499 -6.11614
H 0.42437 -6.48560 -6.36318
C -3.03673 -1.54352 0.79822
C -4.02872 -1.90563 1.88706
O -3.86772 -1.45497 3.01812
N -5.07264 -2.69889 1.58283
C -6.16360 -2.93692 2.47946
H -2.29781 -2.34334 0.71622
H -2.56932 -0.60599 1.08134
H -3.52033 -1.37165 -0.16889
H -5.22156 -2.90503 0.61091
H -6.77180 -2.03942 2.63104
H -5.83458 -3.23462 3.47607
H -6.77359 -3.75572 2.10842
C 6.12322 -6.91860 0.69591
C 4.86429 -6.47742 0.01681
O 4.28849 -7.18413 -0.80098
N 4.43188 -5.23046 0.30576
C 3.29506 -4.59947 -0.37988
H 6.13089 -7.98876 0.87266
H 6.25176 -6.40934 1.65790
H 7.00876 -6.68345 0.10286
H 4.87544 -4.68806 1.02474
H 3.37640 -4.82893 -1.43386
H 3.33815 -3.51664 -0.25065
H 2.36789 -4.87356 0.12327
C -1.83359 -0.42425 -3.28078
C -2.04871 0.37225 -4.56381
O -2.23592 1.57286 -4.54121
N -1.99478 -0.36336 -5.71588
C -2.37106 0.25138 -6.96347
H -2.51580 -1.27462 -3.23834
H -1.96342 0.24380 -2.43185
H -0.82527 -0.84092 -3.21782
H -1.54982 -1.27700 -5.75338
H -2.96183 -0.44714 -7.55843
H -1.47839 0.54307 -7.52214
H -2.98373 1.12607 -6.79021
C 0.36334 -6.32740 2.82360
C 0.36489 -5.45840 4.03238
O 0.89530 -5.82705 5.06994
N -0.22607 -4.22812 3.94219
C -0.91550 -3.68781 2.77341
H 1.33447 -6.78140 2.73436
H 0.16916 -5.78517 1.89886
H -0.40581 -7.09413 2.91215
H -0.25372 -3.70629 4.79908
H -0.21341 -3.36862 1.99960
H -1.49597 -2.82641 3.09620
H -1.61124 -4.38674 2.29994
C 0.48327 3.83178 3.27666
C 0.42277 3.44371 4.73309
O 1.42535 3.10111 5.34941
N -0.82203 3.57518 5.31611
C -1.00598 3.30201 6.71529
H -0.41323 4.27791 2.84933
H 0.73416 2.93494 2.69820
H 1.30991 4.53045 3.14434
H -1.62062 3.39111 4.73057
H -1.86925 3.86503 7.05759
H -0.12690 3.65655 7.24577
H -1.14908 2.23961 6.92938
C -0.27364 8.23916 2.30402
C 0.75194 7.82388 1.24134
O 1.79163 8.47046 1.07603
N 0.42661 6.73852 0.48609
C 1.27768 6.18313 -0.52812
H -1.28567 8.18264 1.89563
H -0.04789 9.26579 2.57305
H -0.27029 7.58496 3.17649
H -0.44522 6.25139 0.66053
H 1.23420 6.71999 -1.48470
H 0.94363 5.17508 -0.74842
H 2.33783 6.16964 -0.26998
C -2.85614 1.57823 3.24437
C -3.70701 1.77556 4.48879
O -3.64280 2.77561 5.18328
N -4.56570 0.76484 4.73531
C -5.40152 0.74991 5.93716
H -2.10306 2.36786 3.22215
H -3.44891 1.70905 2.34226
H -2.30904 0.64974 3.36337
H -4.46029 -0.05106 4.14503
H -4.76438 0.71147 6.82243
H -6.01126 -0.15197 5.91175
H -6.06667 1.60790 5.96913

The multiplicity is 1. The value obtained for the energy above the lowest of the compared OMol25 structures with the same formula, charge and spin is 46.68 kcal/mol. Its HOMO energy is -7.97 eV. The calculation puts the strongest force on any atom at 2.2 eV Å⁻¹. The value obtained for the HOMO-LUMO gap is 7.889 eV.